59
Properties=species:S:1:pos:R:3:nbo_charge:R:1 method="wB97M-V/def2-TZVPD" e_tot_ev=-62906.1731 max_force_ev_per_a=0.91 spin_multiplicity=1 smiles="COc1ccc(Cl)cc1NC(=S)N(Cc1ccc(C(=O)O)cc1)Cc1ccc(OC)c(OC)c1" e_above_lowest_kcal_mol=5.13 e_homo_ha=-0.2922 total_charge=0 orbital_gap_ev=8.42
C 0.908 2.358 -3.440 -0.255
O 0.163 1.733 -2.422 -0.530
C -1.205 1.854 -2.445 0.336
C -1.917 2.596 -3.368 -0.300
C -3.304 2.640 -3.320 -0.231
C -3.967 1.925 -2.344 -0.048
Cl -5.693 1.954 -2.286 0.004
C -3.277 1.174 -1.404 -0.245
C -1.892 1.141 -1.435 0.115
N -1.090 0.405 -0.572 -0.619
C -1.360 -0.172 0.630 0.308
S -2.783 0.003 1.457 -0.235
N -0.352 -0.919 1.158 -0.436
C -0.529 -1.489 2.474 -0.239
C -1.401 -2.723 2.494 0.007
C -1.978 -3.124 3.695 -0.213
C -2.766 -4.254 3.750 -0.146
C -2.995 -5.004 2.598 -0.196
C -3.848 -6.206 2.694 0.779
O -4.343 -6.619 3.714 -0.596
O -4.031 -6.830 1.518 -0.688
C -2.424 -4.604 1.394 -0.158
C -1.629 -3.475 1.349 -0.181
C 0.875 -1.182 0.434 -0.235
C 1.760 0.041 0.312 -0.071
C 1.827 0.978 1.330 -0.214
C 2.631 2.095 1.197 -0.279
C 3.393 2.314 0.055 0.290
O 4.172 3.426 -0.127 -0.520
C 4.240 4.381 0.903 -0.252
C 3.350 1.353 -0.973 0.250
O 4.007 1.405 -2.169 -0.508
C 5.140 2.230 -2.342 -0.241
C 2.529 0.242 -0.824 -0.235
H 1.943 2.076 -3.260 0.215
H 0.811 3.447 -3.394 0.177
H 0.602 2.006 -4.430 0.178
H -1.408 3.154 -4.137 0.223
H -3.853 3.224 -4.040 0.226
H -3.815 0.626 -0.650 0.267
H -0.113 0.473 -0.834 0.433
H -0.987 -0.735 3.124 0.245
H 0.457 -1.736 2.880 0.212
H -1.813 -2.537 4.586 0.213
H -3.223 -4.572 4.675 0.237
H -4.604 -7.601 1.647 0.501
H -2.606 -5.180 0.500 0.229
H -1.197 -3.170 0.408 0.203
H 0.650 -1.574 -0.566 0.210
H 1.413 -1.967 0.973 0.229
H 1.241 0.853 2.227 0.219
H 2.649 2.812 2.000 0.222
H 3.261 4.828 1.105 0.180
H 4.644 3.953 1.826 0.178
H 4.917 5.152 0.538 0.202
H 4.870 3.287 -2.389 0.187
H 5.870 2.079 -1.544 0.181
H 5.573 1.921 -3.293 0.190
H 2.507 -0.466 -1.638 0.225

92
Properties=species:S:1:pos:R:3:mulliken_charge:R:1 method="wB97M-V/def2-TZVPD" e_tot_ev=-155068.0382 max_force_ev_per_a=3.20 spin_multiplicity=1 e_homo_ha=-0.1611 total_charge=-1 orbital_gap_ev=6.01
C 6.453 2.361 -2.647 -1.158
C 4.926 2.673 -2.970 -0.314
P 4.592 4.400 -2.238 0.157
C 3.196 5.227 -3.251 -0.945
Si 3.965 4.180 -0.120 0.047
N 2.959 2.713 0.213 -0.159
C 2.208 2.464 -0.721 0.262
S 1.331 1.918 -2.000 -0.267
C 5.598 3.925 0.880 0.586
O 5.692 3.019 1.725 -0.701
O 6.549 4.742 0.565 -0.695
H 7.087 3.219 -3.003 0.348
H 6.605 2.266 -1.538 0.284
H 6.771 1.409 -3.138 0.360
H 4.743 2.650 -4.070 0.360
H 4.333 1.870 -2.468 0.099
H 2.248 5.345 -2.675 0.234
H 3.590 6.254 -3.489 0.316
H 3.074 4.700 -4.228 0.289
H 3.321 5.432 0.282 -0.191
C 2.911 -1.652 3.481 -0.764
C 3.576 -1.812 2.100 0.822
C 2.990 -0.990 0.946 0.268
F 1.677 -1.211 0.749 -0.151
F 3.613 -1.301 -0.218 -0.304
F 3.619 -3.133 1.791 -0.289
F 4.872 -1.423 2.246 -0.308
O 1.887 -2.586 3.863 -0.416
C 0.594 -2.390 3.373 0.670
C 0.181 -3.439 2.331 0.617
F 1.095 -3.578 1.350 -0.246
F -0.986 -3.090 1.734 -0.275
F 0.475 -1.126 2.932 -0.262
F -0.235 -2.494 4.437 -0.309
H 3.703 -1.834 4.209 0.410
H 2.596 -0.623 3.664 0.360
H 3.133 0.081 1.122 0.152
H 0.052 -4.414 2.798 0.037
C -4.198 -7.340 0.107 -0.459
C -4.666 -8.386 1.138 0.663
C -5.019 -7.874 2.540 0.125
F -4.017 -7.208 3.138 -0.183
F -5.323 -8.922 3.350 -0.298
F -3.749 -9.379 1.197 -0.295
F -5.798 -8.956 0.628 -0.327
O -2.790 -7.123 -0.049 -0.375
C -2.137 -6.304 0.877 0.861
C -1.198 -7.075 1.814 0.076
F -1.798 -8.132 2.395 -0.212
F -0.761 -6.269 2.815 -0.282
F -3.049 -5.563 1.531 -0.301
F -1.399 -5.436 0.157 -0.260
H -4.504 -7.726 -0.867 0.433
H -4.734 -6.398 0.210 0.258
H -5.895 -7.221 2.499 0.299
H -0.333 -7.451 1.266 0.250
C -3.675 -4.470 -3.336 -0.964
C -4.979 -4.905 -2.635 1.227
C -6.266 -4.188 -3.057 -0.026
F -6.208 -2.854 -2.914 -0.209
F -7.303 -4.614 -2.290 -0.282
F -4.795 -4.836 -1.297 -0.282
F -5.151 -6.232 -2.920 -0.363
O -2.858 -3.480 -2.707 -0.291
C -3.214 -2.134 -2.844 0.666
C -3.740 -1.516 -1.541 0.309
F -4.714 -2.260 -0.975 -0.224
F -4.263 -0.291 -1.776 -0.275
F -4.068 -2.004 -3.879 -0.298
F -2.094 -1.482 -3.204 -0.286
H -3.038 -5.357 -3.342 0.456
H -3.840 -4.238 -4.390 0.305
H -6.507 -4.415 -4.099 0.308
H -2.932 -1.418 -0.813 0.235
C 0.509 8.083 2.051 -0.967
C 1.672 7.489 1.231 1.030
C 2.884 8.402 0.990 0.203
F 2.566 9.565 0.385 -0.226
F 3.776 7.785 0.187 -0.207
F 1.181 7.004 0.069 -0.250
F 2.119 6.405 1.929 -0.274
O -0.588 8.687 1.348 -0.419
C -0.439 9.993 0.879 0.765
C -0.331 10.074 -0.651 0.208
F 0.597 9.236 -1.146 -0.180
F 0.018 11.326 -1.035 -0.266
F 0.589 10.581 1.516 -0.275
F -1.549 10.662 1.265 -0.306
H 0.047 7.234 2.558 0.416
H 0.865 8.727 2.857 0.362
H 3.387 8.628 1.935 0.263
H -1.286 9.820 -1.114 0.219

59
Properties=species:S:1:pos:R:3:nbo_charge:R:1 method="wB97M-V/def2-TZVPD" e_tot_ev=-49429.1226 max_force_ev_per_a=3.05 spin_multiplicity=1 e_homo_ha="-0.4724 / -0.4743" total_charge=+2 orbital_gap_ev="3.50 / 3.52"
Os 0.195 -1.856 -1.236 0.901
C 0.292 2.093 5.039 -0.273
O 0.557 3.300 4.348 -0.409
C 1.535 3.376 3.463 0.446
C 2.411 2.320 3.140 -0.264
C 3.308 2.466 2.119 -0.131
C 3.369 3.671 1.378 0.018
C 2.598 4.777 1.799 -0.098
C 1.681 4.618 2.800 -0.249
N 4.165 3.766 0.295 0.034
N 4.566 2.885 -0.443 -0.029
C 3.985 1.737 -0.820 0.187
C 4.774 0.606 -1.091 -0.127
C 4.208 -0.638 -1.248 -0.233
C 2.809 -0.808 -1.192 0.555
O 2.190 -1.928 -1.263 -0.601
C 1.984 0.367 -1.083 0.041
N 0.634 0.154 -1.170 -0.374
C -0.151 1.227 -1.194 0.061
C 0.343 2.529 -1.155 -0.146
C 1.694 2.754 -1.036 -0.140
C 2.553 1.649 -0.954 -0.096
H -0.592 2.288 5.643 0.238
H 1.118 1.817 5.697 0.207
H 0.085 1.276 4.341 0.193
H 2.392 1.400 3.704 0.247
H 3.996 1.667 1.883 0.239
H 2.690 5.713 1.272 0.261
H 1.038 5.427 3.110 0.268
H 5.849 0.716 -1.084 0.271
H 4.827 -1.508 -1.400 0.273
H -1.210 1.059 -1.272 0.252
H -0.338 3.360 -1.234 0.250
H 2.084 3.758 -1.055 0.240
C -2.574 -0.196 -2.898 -1.122
Si -3.041 -0.987 -1.212 1.751
C -4.932 -1.182 -1.193 -1.128
C -2.563 -0.187 0.471 -1.119
N -1.778 -2.280 -1.208 -0.910
C -2.103 -3.589 -1.206 0.116
C -3.411 -4.126 -1.197 -0.219
C -3.618 -5.488 -1.191 -0.188
C -2.556 -6.388 -1.193 -0.165
C -1.246 -5.911 -1.203 -0.246
C -1.068 -4.557 -1.211 0.337
F 0.212 -3.996 -1.229 -0.320
H -2.825 0.858 -2.944 0.237
H -3.144 -0.672 -3.693 0.267
H -1.516 -0.323 -3.143 0.236
H -5.362 -0.182 -1.191 0.266
H -5.317 -1.681 -0.307 0.253
H -5.333 -1.683 -2.070 0.255
H -2.819 0.865 0.511 0.234
H -1.502 -0.306 0.702 0.228
H -3.122 -0.666 1.272 0.260
H -4.251 -3.457 -1.195 0.230
H -4.630 -5.865 -1.185 0.240
H -2.740 -7.450 -1.189 0.244
H -0.404 -6.585 -1.206 0.254

63
Properties=species:S:1:pos:R:3:nbo_charge:R:1 method="wB97M-V/def2-TZVPD" e_tot_ev=-89272.3471 max_force_ev_per_a=0.18 spin_multiplicity=1 e_homo_ha="-0.3259 / -0.3263" total_charge=0 orbital_gap_ev="8.48 / 8.48"
Ni 1.677 -0.790 2.355 1.251
O 2.511 1.956 4.999 -0.617
C 2.460 1.109 4.131 0.740
O 1.483 0.302 3.879 -0.761
C 3.632 0.927 3.186 0.119
C 4.796 1.665 3.270 -0.207
C 5.797 1.422 2.344 -0.146
C 5.596 0.457 1.368 -0.248
C 4.401 -0.237 1.347 0.061
N 3.444 -0.002 2.244 -0.483
H 4.878 2.404 4.054 0.254
H 6.723 1.980 2.378 0.224
H 6.352 0.241 0.626 0.228
H 4.180 -0.994 0.609 0.222
C -2.841 -2.938 -3.163 -0.623
C -2.257 -1.549 -2.935 -0.025
C -1.803 -0.856 -4.209 -0.406
C -0.637 -1.604 -4.841 -0.426
C 0.463 -1.803 -3.833 -0.033
C 1.767 -1.978 -4.235 -0.230
C 2.779 -2.131 -3.291 0.390
F 4.037 -2.308 -3.736 -0.318
C 2.536 -2.085 -1.951 -0.230
C 1.217 -1.904 -1.514 -0.139
C 0.943 -1.783 -0.088 0.521
O 1.920 -1.734 0.715 -0.716
C -0.415 -1.709 0.292 -0.336
C -1.369 -1.634 -0.687 0.178
N -1.119 -1.630 -1.995 -0.349
C 0.182 -1.784 -2.451 0.238
C -0.914 -1.663 1.719 0.787
O -2.119 -1.794 1.905 -0.679
O -0.047 -1.462 2.641 -0.759
H -3.680 -2.882 -3.857 0.222
H -3.199 -3.362 -2.225 0.227
H -2.096 -3.620 -3.574 0.213
H -2.998 -0.922 -2.439 0.222
H -1.499 0.165 -3.966 0.227
H -2.646 -0.795 -4.898 0.225
H -0.247 -1.051 -5.696 0.232
H -0.971 -2.572 -5.224 0.220
H 2.023 -1.989 -5.287 0.232
H 3.334 -2.188 -1.232 0.244
H -2.405 -1.555 -0.380 0.249
C -3.671 3.576 1.026 -0.611
C -3.526 2.613 2.199 -0.225
C -2.712 3.236 3.329 -0.615
C -2.954 1.267 1.758 -0.216
N -1.622 1.374 1.173 -0.194
C -0.431 1.440 1.771 0.158
N 0.500 1.488 0.846 -0.339
N -0.151 1.454 -0.337 -0.090
N -1.421 1.385 -0.155 -0.088
H -4.147 4.503 1.348 0.214
H -4.274 3.144 0.224 0.209
H -2.695 3.831 0.607 0.211
H -4.523 2.380 2.585 0.209
H -1.724 3.546 2.981 0.207
H -2.575 2.541 4.160 0.218
H -3.212 4.126 3.713 0.217
H -3.580 0.810 0.993 0.223
H -2.880 0.563 2.586 0.249
H -0.269 1.402 2.836 0.268

64
Properties=species:S:1:pos:R:3:lowdin_spin:R:1 method="wB97M-V/def2-TZVPD" e_tot_ev=-110909.1625 max_force_ev_per_a=0.48 spin_multiplicity=5 e_above_lowest_kcal_mol=0.54 e_homo_ha="-0.2795 / -0.2773" total_charge=0 orbital_gap_ev="7.86 / 7.80"
Fe -0.071 0.850 0.744 3.668
C 3.644 2.819 2.157 0.001
C 2.387 2.041 1.931 0.004
N 2.087 1.499 0.805 0.040
O 2.985 1.792 -0.220 0.010
C 1.422 1.862 3.024 0.018
C 1.725 2.063 4.471 0.004
N 0.254 1.499 2.587 0.047
O -0.768 1.214 3.294 0.051
H 3.960 3.317 1.244 0.000
H 4.448 2.146 2.466 0.000
H 3.498 3.552 2.948 0.000
H 2.609 1.337 -0.984 0.001
H 2.755 1.794 4.707 0.001
H 1.048 1.435 5.051 0.001
H 1.563 3.096 4.790 0.001
N -7.552 1.076 -0.747 0.000
C -6.210 0.859 -1.021 0.000
C -5.376 0.288 -0.053 0.000
C -4.052 0.030 -0.336 0.001
C -3.538 0.338 -1.593 0.001
C -4.355 0.898 -2.563 0.001
C -5.685 1.155 -2.279 0.000
S -1.835 0.052 -1.909 0.009
O -1.605 0.293 -3.311 0.004
O -1.489 -1.229 -1.345 0.003
N -1.041 1.134 -1.012 0.041
C -1.018 2.471 -1.330 0.008
S -1.582 3.233 -2.787 0.002
C -1.116 4.759 -2.130 0.003
C -0.566 4.589 -0.907 0.002
N -0.515 3.295 -0.453 0.025
H -7.794 1.157 0.227 0.000
H -8.013 1.760 -1.324 0.000
H -5.778 0.046 0.924 0.000
H -3.411 -0.412 0.416 0.001
H -3.946 1.121 -3.538 0.000
H -6.326 1.586 -3.039 0.000
H -1.260 5.674 -2.680 0.000
H -0.182 5.380 -0.282 0.000
O 0.292 -1.178 1.114 0.041
S 1.678 -1.765 1.259 0.007
C 2.523 -1.490 -0.289 0.001
C 3.903 -1.380 -0.284 0.000
C 4.558 -1.131 -1.482 0.000
C 3.828 -0.971 -2.652 0.000
C 2.441 -1.079 -2.637 0.000
C 1.776 -1.352 -1.449 0.000
C 1.395 -3.518 1.071 0.003
C 0.173 -3.954 0.591 0.000
C -0.029 -5.319 0.441 0.000
C 0.977 -6.216 0.769 0.000
C 2.196 -5.758 1.253 0.000
C 2.411 -4.399 1.412 0.001
H 4.458 -1.458 0.643 0.000
H 5.636 -1.036 -1.496 0.000
H 4.342 -0.760 -3.581 0.000
H 1.870 -0.959 -3.549 0.000
H 0.697 -1.465 -1.429 0.000
H -0.591 -3.231 0.331 0.000
H -0.976 -5.680 0.062 0.000
H 0.811 -7.279 0.650 0.000
H 2.977 -6.461 1.513 0.000
H 3.355 -4.032 1.796 0.000

58
Properties=species:S:1:pos:R:3:mulliken_charge:R:1 method="wB97M-V/def2-TZVPD" e_tot_ev=-51350.6405 max_force_ev_per_a=0.39 spin_multiplicity=1 e_homo_ha=-0.4230 total_charge=+1 orbital_gap_ev=8.34
Tl -0.224 0.049 -0.075 1.384
C -2.248 -4.787 -1.801 -0.964
C -3.440 -4.148 -1.098 -0.646
N -3.395 -2.673 -1.031 0.066
C -4.275 -1.961 -1.973 -0.699
C -3.809 -2.112 -3.414 -1.055
C -2.573 -2.092 -0.165 0.578
S -2.673 -0.335 0.059 -0.426
N -1.831 -2.868 0.596 -0.230
C -0.644 -2.736 1.130 0.268
O 0.272 -1.925 0.739 -0.717
C -0.279 -3.681 2.219 0.558
C 0.927 -3.526 2.897 -0.436
C 1.263 -4.384 3.933 -0.831
C 0.401 -5.415 4.283 -0.401
C -0.792 -5.590 3.593 -0.747
C -1.132 -4.726 2.566 -0.099
H -2.323 -5.872 -1.718 0.364
H -1.309 -4.479 -1.341 0.217
H -2.221 -4.526 -2.859 0.314
H -3.521 -4.516 -0.077 0.346
H -4.359 -4.397 -1.624 0.411
H -4.313 -0.915 -1.701 0.424
H -5.278 -2.368 -1.850 0.356
H -2.759 -1.830 -3.510 0.297
H -4.399 -1.458 -4.057 0.393
H -3.929 -3.134 -3.777 0.309
H 1.614 -2.751 2.587 0.553
H 2.199 -4.255 4.462 0.403
H 0.664 -6.092 5.086 0.401
H -1.455 -6.404 3.855 0.416
H -2.059 -4.855 2.024 0.417
C 1.440 3.288 0.613 -1.127
C 1.592 2.166 1.581 0.455
N 0.840 1.075 1.674 -0.253
C 1.308 0.333 2.753 -0.343
C 2.340 0.992 3.319 -0.636
N 2.502 2.141 2.568 -0.023
H 0.529 3.157 0.036 0.171
H 2.281 3.329 -0.081 0.336
H 1.382 4.238 1.145 0.443
H 0.835 -0.587 3.048 0.599
H 2.961 0.759 4.168 0.404
H 3.197 2.851 2.726 0.207
N 0.444 6.405 -7.722 -0.446
C 0.463 5.635 -6.869 -0.073
C 0.490 4.671 -5.792 0.582
C 0.351 3.315 -6.066 -0.586
C 0.372 2.396 -5.034 -0.551
C 0.535 2.826 -3.717 0.367
C 0.681 4.189 -3.449 -0.401
C 0.657 5.109 -4.480 -0.667
C 0.514 1.875 -2.635 0.161
C 0.488 1.021 -1.779 -0.616
H 0.223 2.987 -7.089 0.459
H 0.265 1.340 -5.241 0.470
H 0.809 4.524 -2.426 0.398
H 0.763 6.166 -4.277 0.448

62
Properties=species:S:1:pos:R:3:mulliken_charge:R:1 method="wB97M-V/def2-TZVPD" e_tot_ev=-52397.6845 max_force_ev_per_a=4.30 spin_multiplicity=1 e_above_lowest_kcal_mol=49.55 e_homo_ha=-0.3533 total_charge=+1 orbital_gap_ev=7.01
Ba -0.638 -1.452 0.683 1.752
S -5.374 -1.399 -1.178 -0.344
C -4.463 -2.346 -2.314 1.003
C -4.882 -2.960 -3.483 -0.635
C -3.953 -3.672 -4.216 -0.455
C -2.626 -3.764 -3.797 -0.644
C -2.200 -3.149 -2.640 -0.208
C -3.124 -2.432 -1.883 -0.649
N -2.867 -1.778 -0.716 -0.449
C -3.914 -1.196 -0.219 0.450
C -3.911 -0.432 1.011 1.591
C -5.128 0.044 1.516 -0.839
C -5.165 0.776 2.683 -0.777
C -3.981 1.050 3.346 -0.722
C -2.773 0.582 2.845 -0.128
C -2.705 -0.167 1.681 -1.076
H -5.906 -2.877 -3.804 0.422
H -4.258 -4.163 -5.128 0.390
H -1.922 -4.328 -4.391 0.399
H -1.173 -3.202 -2.309 0.261
H -6.045 -0.178 0.984 0.331
H -6.108 1.130 3.071 0.396
H -3.997 1.623 4.260 0.400
H -1.865 0.816 3.385 0.411
N 1.322 -2.321 -2.060 -0.396
C 2.089 -1.073 -2.053 0.409
C 3.380 -1.225 -2.884 -0.834
C 4.476 -0.149 -2.825 -0.982
C 3.995 1.301 -2.759 -0.913
N 3.690 1.604 -1.376 -0.167
C 2.773 2.411 -0.886 0.766
N 2.477 2.297 0.413 -0.307
N 2.199 3.364 -1.634 -0.381
C 2.195 -0.677 -0.559 0.237
O 3.289 -0.551 0.007 -0.794
O 1.088 -0.450 -0.022 -0.899
H 1.899 -3.044 -1.635 0.258
H 1.160 -2.613 -3.021 0.312
H 1.442 -0.307 -2.505 0.177
H 3.055 -1.315 -3.926 0.402
H 3.852 -2.171 -2.605 0.333
H 5.095 -0.272 -3.715 0.442
H 5.116 -0.327 -1.961 0.337
H 3.114 1.442 -3.391 0.476
H 4.790 1.970 -3.103 0.432
H 3.957 0.834 -0.741 0.346
H 2.751 1.434 0.870 0.278
H 1.695 2.785 0.817 0.147
H 2.507 3.520 -2.577 0.208
H 1.606 4.062 -1.222 0.213
N 2.016 3.610 7.496 -0.397
C 1.725 3.027 6.555 -0.232
C 1.372 2.322 5.375 0.614
C 1.721 0.981 5.207 -0.543
C 1.359 0.360 4.021 -0.446
N 0.699 0.969 3.047 0.070
C 0.361 2.241 3.219 -0.894
C 0.671 2.970 4.355 -0.433
H 2.254 0.449 5.980 0.498
H 1.612 -0.677 3.839 0.461
H -0.204 2.690 2.411 0.802
H 0.380 4.005 4.461 0.521